2 unconnected molecules or ions with the total composition C7H11NO3 in a non-equilibrium geometry. Source: the Open Molecules 2025 dataset; level of theory: ωB97M-V with the def2-TZVPD basis set.

Values from the calculation:
SMILES string: C[C@@H]1CCCN1C=O.O=C=O
E_LUMO, eV: 0.8
Energy above the lowest of the compared OMol25 structures with the same formula, charge and spin, kcal/mol: 32.6
Kohn-Sham gap, Eh: 0.370
HOMO level, eV: -9.27

Cartesian coordinates (Å):
C -2.0986 0.8941 -1.1241
C -1.2810 -0.3032 -0.7491
C -1.6981 -0.8584 0.6033
C -1.0232 0.1033 1.5683
C 0.2445 0.5933 0.7506
N 0.1497 0.0937 -0.5742
C 1.2989 -0.8204 -1.1339
O 2.4222 -0.7145 -0.7225
H -1.5807 1.3744 -1.8704
H -1.9830 1.5345 -0.2756
H -3.1189 0.6988 -1.3598
H -1.3909 -1.2090 -1.5050
H -1.2660 -1.8005 0.6304
H -2.8205 -0.9486 0.8325
H -1.7410 0.9996 1.7436
H -0.7438 -0.3147 2.4222
H 0.2303 1.7204 0.8004
H 1.1243 0.3920 1.2490
H 0.9955 -1.2169 -2.1186
O 4.5265 0.9002 0.8177
C 4.7914 -0.0527 0.2465
O 4.9624 -1.0654 -0.2314

Atom charges from the Löwdin analysis, given in e for atoms 1 to 6:
1 C -0.04
2 C -0.38
3 C -0.17
4 C -0.14
5 C -0.18
6 N -0.05

=====

2 unconnected molecules or ions with the total composition C2H5N3O4 in a non-equilibrium geometry. Source: the Open Molecules 2025 dataset; level of theory: ωB97M-V with the def2-TZVPD basis set.

Values from the calculation:
SMILES string: NC(=O)NO.O=C1NO1
E_LUMO, eV: 0.6
Energy above the lowest of the compared OMol25 structures with the same formula, charge and spin, kcal/mol: 85.6
Kohn-Sham gap, Eh: 0.358
HOMO level, eV: -9.14

Cartesian coordinates (Å):
N 1.2247 -1.2165 0.7337
C -0.0218 -0.7085 0.8826
O -0.6220 -0.5254 1.9106
N -0.7380 -0.5049 -0.4882
O -0.2488 -1.1542 -1.6222
H 1.5060 -1.5144 -0.1877
H 1.5746 -1.7647 1.5020
H -1.7535 -0.5102 -0.4587
H 0.0892 -0.4259 -2.1909
O 0.2005 1.5579 -1.7484
C -0.3176 1.4582 -0.6722
N 0.0004 1.7091 0.6753
O -1.3177 2.0153 0.0669
H 0.4241 1.5843 1.5971

Atom charges from the Löwdin analysis, given in e for atoms 1 to 6:
1 N 0.20
2 C -0.52
3 O 0.08
4 N 0.00
5 O -0.02
6 H 0.10

=====

A single C17H13ClN2O2S molecule in a non-equilibrium geometry. Source: the Open Molecules 2025 dataset; level of theory: ωB97M-V with the def2-TZVPD basis set.

Values from the calculation:
SMILES string: Cc1cccc(/C=C2/SC(=O)N(Cc3ccccc3Cl)C2=O)n1
E_LUMO, eV: -0.6
Energy above the lowest of the compared OMol25 structures with the same formula, charge and spin, kcal/mol: 0.0
Kohn-Sham gap, Eh: 0.292
HOMO level, eV: -8.57

Cartesian coordinates (Å):
C 6.4807 0.4393 -1.1493
C 5.2307 -0.0569 -0.4934
C 5.2294 -1.2390 0.2555
C 4.0465 -1.6487 0.8397
C 2.9016 -0.8839 0.6737
C 2.9878 0.2810 -0.0902
C 1.9124 1.2009 -0.3930
C 0.6084 1.2725 -0.0501
S -0.3616 2.5993 -0.7067
C -1.8440 2.0201 0.0908
O -2.9140 2.5489 0.0140
N -1.5408 0.8920 0.8013
C -2.5920 0.1602 1.4922
C -3.7215 -0.1922 0.5637
C -5.0118 0.2494 0.8257
C -6.0585 -0.0579 -0.0239
C -5.8267 -0.8111 -1.1617
C -4.5494 -1.2597 -1.4447
C -3.5088 -0.9512 -0.5842
Cl -1.9185 -1.5355 -0.9651
C -0.2362 0.4284 0.8078
O 0.0948 -0.5287 1.4683
N 4.1430 0.6657 -0.6555
H 7.2470 0.6324 -0.4005
H 6.8655 -0.3075 -1.8414
H 6.2691 1.3563 -1.6904
H 6.1379 -1.8111 0.3679
H 4.0083 -2.5569 1.4236
H 1.9714 -1.1804 1.1233
H 2.2613 1.9934 -1.0468
H -2.1110 -0.7405 1.8892
H -2.9677 0.7687 2.3194
H -5.1904 0.8496 1.7047
H -7.0525 0.2982 0.1982
H -6.6370 -1.0494 -1.8333
H -4.3532 -1.8459 -2.3287

Atom charges from the Löwdin analysis, given in e for atoms 1 to 6:
1 C -0.04
2 C -0.34
3 C -0.02
4 C -0.05
5 C 0.01
6 C -0.25

=====

What did the second record say?
2 unconnected molecules or ions with the total composition C2H5N3O4 in a non-equilibrium geometry. Source: the Open Molecules 2025 dataset; level of theory: ωB97M-V with the def2-TZVPD basis set.

Values from the calculation:
SMILES string: NC(=O)NO.O=C1NO1
E_LUMO, eV: 0.6
Energy above the lowest of the compared OMol25 structures with the same formula, charge and spin, kcal/mol: 85.6
Kohn-Sham gap, Eh: 0.358
HOMO level, eV: -9.14

Cartesian coordinates (Å):
N 1.2247 -1.2165 0.7337
C -0.0218 -0.7085 0.8826
O -0.6220 -0.5254 1.9106
N -0.7380 -0.5049 -0.4882
O -0.2488 -1.1542 -1.6222
H 1.5060 -1.5144 -0.1877
H 1.5746 -1.7647 1.5020
H -1.7535 -0.5102 -0.4587
H 0.0892 -0.4259 -2.1909
O 0.2005 1.5579 -1.7484
C -0.3176 1.4582 -0.6722
N 0.0004 1.7091 0.6753
O -1.3177 2.0153 0.0669
H 0.4241 1.5843 1.5971

Atom charges from the Löwdin analysis, given in e for atoms 1 to 6:
1 N 0.20
2 C -0.52
3 O 0.08
4 N 0.00
5 O -0.02
6 H 0.10

=====

What is the energy above the lowest of the compared OMol25 structures with the same formula, charge and spin in the second record? 85.6 kcal/mol

=====

Which of these has the lowest energy above the lowest of the compared OMol25 structures with the same formula, charge and spin? C17H13ClN2O2S